# 1
This record from OMol25 describes C5H7NO in the gas phase. The level of theory is the ωB97M-V functional and the def2-TZVPD basis.

Relative energy (zero: lowest compared OMol25 entry of this formula, charge and spin) in kcal per mole: 39.42
E in Eh: -324.6617
SMILES: C#CCCNC=O
HOMO in eV: -9.85
LUMO level in eV: 0.888

The geometry in XYZ format:
```
14
C5H7NO the ωB97M-V functional and the def2-TZVPD basis
O -2.7498 -0.4657 -0.4004
C -2.2006 0.5085 0.0778
N -1.0001 0.4741 0.7101
C -0.2769 -0.7689 0.8516
C 0.8775 -0.8778 -0.1568
C 1.8254 0.2391 -0.0769
C 2.5793 1.1768 -0.0107
H -2.6509 1.5171 0.0587
H -0.5494 1.3303 0.9978
H -0.9938 -1.5657 0.6420
H 0.0479 -0.8636 1.8933
H 1.4103 -1.8281 -0.0321
H 0.4299 -0.8947 -1.1574
H 3.2619 1.9960 0.0541
```


# 2
This record from OMol25 describes C5H7NO in the gas phase. The level of theory is the ωB97M-V functional and the def2-TZVPD basis.

Relative energy (zero: lowest compared OMol25 entry of this formula, charge and spin) in kcal per mole: 8.57
E in Eh: -324.7108
SMILES: C[C@H]1C=CNC1=O
HOMO in eV: -8.60
LUMO level in eV: 0.889

The geometry in XYZ format:
```
14
C5H7NO the ωB97M-V functional and the def2-TZVPD basis
C -1.9069 0.2205 0.1521
C -0.4391 0.1353 -0.2268
C 0.5816 1.0725 0.3586
C 1.7723 0.4729 0.2659
N 1.6259 -0.8455 -0.1962
C 0.2841 -1.2054 -0.2577
O -0.1624 -2.3159 -0.4506
H -2.2323 1.2680 0.1247
H -2.1384 -0.1775 1.1443
H -2.5005 -0.3323 -0.5797
H -0.3541 0.2566 -1.3260
H 0.3865 2.0769 0.7126
H 2.7624 0.8651 0.4606
H 2.3706 -1.5021 -0.3555
```


# 3
This record from OMol25 describes C5H7NO as an isolated structure. The level of theory is the ωB97M-V functional and the def2-TZVPD basis.

Relative energy (zero: lowest compared OMol25 entry of this formula, charge and spin) in kcal per mole: 158.52
E in Eh: -324.4719
HOMO (alpha / beta) in eV: -8.32 / -8.32
LUMO level (alpha / beta) in eV: -0.171 / -0.171

The geometry in XYZ format:
```
14
C5H7NO the ωB97M-V functional and the def2-TZVPD basis
C -0.5246 -1.1986 1.8195
N -1.3506 -0.8466 0.8666
C -0.8342 -0.0758 -0.0749
O -1.5464 0.5596 -1.0224
C -0.2550 0.8027 -1.6660
C 0.7132 1.5535 -0.8190
C 0.4897 0.0693 -0.5836
H 0.2592 -0.5383 2.1903
H -0.8069 -2.0370 2.4536
H 1.0106 -1.8252 0.8269
H -0.2431 0.6925 -2.7420
H 0.3544 2.2916 -0.1027
H 1.6303 1.8336 -1.3339
H 1.1035 -1.2812 0.1876
```


# 4
This record from OMol25 describes C5H7NO in the gas phase. The level of theory is the ωB97M-V functional and the def2-TZVPD basis.

Relative energy (zero: lowest compared OMol25 entry of this formula, charge and spin) in kcal per mole: 36.82
E in Eh: -324.6658
SMILES: C1=N[C@H]2C[C@H]2CO1
HOMO in eV: -9.34
LUMO level in eV: 0.996

The geometry in XYZ format:
```
14
C5H7NO the ωB97M-V functional and the def2-TZVPD basis
C -1.5058 -0.3350 0.2918
C -0.5886 0.4755 -0.5965
C 0.4983 1.3058 0.0527
O 1.7093 0.5869 0.3270
C 1.6554 -0.7516 0.4663
N 0.7273 -1.5600 0.1659
C -0.4226 -1.0140 -0.4892
H -1.3618 -0.2394 1.3693
H -2.5364 -0.4778 -0.0281
H -0.9898 0.8826 -1.5219
H 0.1683 1.7347 1.0081
H 0.7976 2.1284 -0.6013
H 2.5893 -1.1179 0.8902
H -0.7406 -1.6183 -1.3343
```


# 5
This record from OMol25 describes C5H7NO in the gas phase at a distorted geometry. The level of theory is the ωB97M-V functional and the def2-TZVPD basis.

Relative energy (zero: lowest compared OMol25 entry of this formula, charge and spin) in kcal per mole: 39.46
E in Eh: -324.6616
SMILES: C1=N[C@H]2C[C@H]2CO1
HOMO in eV: -9.29
LUMO level in eV: 1.017

The geometry in XYZ format:
```
14
C5H7NO the ωB97M-V functional and the def2-TZVPD basis
C 0.5378 -0.8486 1.0891
C 0.4188 -0.8651 -0.4063
C -0.8853 -0.3736 -1.0086
O -1.5193 0.6178 -0.1867
C -0.6847 1.6609 0.2028
N 0.5750 1.5985 0.3520
C 1.1856 0.2519 0.2650
H -0.3697 -0.5367 1.5959
H 1.1228 -1.5777 1.6526
H 0.9003 -1.6444 -1.0079
H -1.5761 -1.2128 -1.1673
H -0.6675 0.0876 -1.9816
H -1.3110 2.5423 0.4125
H 2.2733 0.2999 0.1885
```


# 6
This record from OMol25 describes C5H7NO in the gas phase. The level of theory is the ωB97M-V functional and the def2-TZVPD basis.

Relative energy (zero: lowest compared OMol25 entry of this formula, charge and spin) in kcal per mole: 29.19
E in Eh: -324.6780
SMILES: C[C@H]1C=CNC1=O
HOMO in eV: -8.62
LUMO level in eV: 1.051

The geometry in XYZ format:
```
14
C5H7NO the ωB97M-V functional and the def2-TZVPD basis
C -1.9121 0.4567 0.0781
C -0.4638 0.2152 -0.3223
C 0.6035 0.7551 0.6133
C 1.7770 0.2041 0.2768
N 1.5982 -0.7256 -0.7720
C 0.2004 -1.1594 -0.3991
O -0.1491 -2.2477 -0.0564
H -2.0744 1.5445 0.0713
H -2.1403 0.0932 1.0827
H -2.6275 0.0178 -0.6267
H -0.2978 0.6252 -1.3335
H 0.3750 1.2879 1.5218
H 2.7397 0.3065 0.7685
H 2.3710 -1.3736 -0.9024
```


# 7
This record from OMol25 describes C5H7NO2 in the gas phase at a distorted geometry. The level of theory is the ωB97M-V functional and the def2-TZVPD basis.

Relative energy (zero: lowest compared OMol25 entry of this formula, charge and spin) in kcal per mole: 7.31
E in Eh: -399.9539
SMILES: O=C1C=C(CO)CN1
HOMO in eV: -9.77
LUMO level in eV: 0.637

The geometry in XYZ format:
```
15
C5H7NO2 the ωB97M-V functional and the def2-TZVPD basis
C -2.1082 0.3812 0.0614
C -0.5983 0.2834 0.0405
C 0.1399 -0.8356 0.0394
C 1.5787 -0.4403 0.0193
C 0.2623 1.5191 -0.0007
H -2.4449 -1.3305 -0.7914
H -2.4224 1.1188 -0.7210
H -2.4292 0.8494 1.0238
H -0.1961 -1.8511 0.1348
H 2.4657 1.4366 -0.0753
H 0.1991 2.1924 0.9070
H 0.0217 2.1084 -0.9114
N 1.5825 0.9304 -0.0936
O -2.7657 -0.8690 -0.0065
O 2.5260 -1.1915 0.0226
```


# 8
This record from OMol25 describes C5H7NO2 in the gas phase at a distorted geometry. The level of theory is the ωB97M-V functional and the def2-TZVPD basis.

Relative energy (zero: lowest compared OMol25 entry of this formula, charge and spin) in kcal per mole: 183.69
E in Eh: -399.6728
SMILES: O[C@@]12C=NO[C@H]1CC2
HOMO in eV: -9.67
LUMO level in eV: 0.562

The geometry in XYZ format:
```
15
C5H7NO2 the ωB97M-V functional and the def2-TZVPD basis
C 0.2909 -0.0104 -0.5595
C -0.1790 1.4509 0.0721
C -0.8582 0.6176 1.2357
C -0.8711 -0.5781 0.2014
C 0.6513 -1.3493 -1.3269
H 2.0890 0.7514 0.0773
H -0.8927 1.8504 -0.8165
H 0.5899 2.1107 0.3660
H -0.0129 0.1209 1.9983
H -1.8675 1.3011 1.5045
H -1.5233 -0.5011 -0.4898
H 1.2236 -1.2567 -2.2373
N 0.4374 -2.3903 -0.6729
O 1.4659 -0.1263 0.2262
O -0.5434 -1.9909 0.4214
```